Entry 1:
ORCA calculation (wB97M-V/def2-TZVPD) on C3H2ErO2 as an isolated structure in a non-equilibrium geometry.

Calculated values
Net charge: +2
2S+1: 5
Energy relative to the best compared isomer or geometry (same formula, charge and spin): 110.5 kcal per mole
E_tot: -1280.019591 Ha

Geometry (Å):
O  0.17  1.21  -0.35
O  0.40  -0.91  0.19
C  -1.08  0.76  -0.16
C  -0.97  -0.59  0.20
C  1.10  0.24  0.01
H  -1.55  -1.02  1.03
Er  3.60  0.53  0.08
H  -1.67  -0.22  -1.00

---

Entry 2:
ORCA calculation (wB97M-V/def2-TZVPD) on C3H2EuLiO3 as an isolated structure in a non-equilibrium geometry.

Calculated values
Net charge: +1
2S+1: 8
Energy relative to the best compared isomer or geometry (same formula, charge and spin): 0.0 kcal per mole
E_tot: -1058.779402 Ha

Geometry (Å):
C  -1.49  -0.13  -0.06
C  -0.15  -0.13  -0.16
O  0.49  0.92  -0.82
C  1.73  1.32  -0.45
O  2.23  0.76  0.55
O  -2.24  -1.17  0.27
Li  3.56  2.01  0.02
H  0.48  -0.92  0.24
H  -2.03  0.73  -0.51
Eu  -2.58  -3.39  0.92

---

Entry 3:
ORCA calculation (wB97M-V/def2-TZVPD) on the molecule C3H2F2O in a non-equilibrium geometry.

Calculated values
Net charge: 0
2S+1: 1
Energy relative to the best compared isomer or geometry (same formula, charge and spin): 30.9 kcal per mole
E_tot: -390.411393 Ha

Geometry (Å):
C  0.29  -1.40  -0.93
C  -0.15  -0.70  -0.06
C  -0.59  0.26  0.93
O  -0.16  1.56  0.81
F  -1.97  0.44  0.93
F  -0.30  -0.31  2.13
H  0.44  -2.14  -1.67
H  -0.74  2.26  1.16

---

Entry 4:
ORCA calculation (wB97M-V/def2-TZVPD) on the molecule C3H2F2OS in a non-equilibrium geometry.

Calculated values
Net charge: 0
2S+1: 1
Energy relative to the best compared isomer or geometry (same formula, charge and spin): 83.9 kcal per mole
E_tot: -788.517316 Ha

Geometry (Å):
C  -1.09  0.65  -0.88
C  0.09  0.75  -0.91
C  2.06  -0.62  0.23
O  1.90  2.16  0.62
F  1.61  -1.51  -0.74
F  3.45  -0.71  0.35
S  1.84  1.07  -0.58
H  -2.14  0.66  -0.86
H  1.42  -0.68  1.07

---

Entry 5:
ORCA calculation (wB97M-V/def2-TZVPD) on C3H2F4O as an isolated structure in a non-equilibrium geometry.

Calculated values
Net charge: 0
2S+1: 1
Energy relative to the best compared isomer or geometry (same formula, charge and spin): 22.5 kcal per mole
E_tot: -590.160310 Ha

Geometry (Å):
C  1.37  -0.50  -0.63
C  0.51  -0.04  0.63
C  -1.24  0.38  -0.06
O  1.32  -1.64  -0.96
F  0.29  -0.96  1.55
F  -1.24  1.62  -0.58
F  -2.09  0.47  0.95
F  -1.74  -0.52  -0.91
H  1.97  0.32  -1.16
H  0.85  0.88  1.16

---

Entry 6:
ORCA calculation (wB97M-V/def2-TZVPD) on C3H2FGdO2 as an isolated structure in a non-equilibrium geometry.

Calculated values
Net charge: +2
2S+1: 8
Energy relative to the best compared isomer or geometry (same formula, charge and spin): 0.0 kcal per mole
E_tot: -1130.726722 Ha

Geometry (Å):
O  -0.80  -1.59  -1.01
C  -0.87  -0.78  -0.09
O  -1.94  -0.35  0.48
C  1.49  -0.02  -0.53
C  0.36  0.04  0.17
H  1.44  -0.32  -1.58
H  2.40  0.46  -0.18
F  0.05  1.22  0.87
Gd  -2.15  1.34  1.86

---

Entry 7:
ORCA calculation (wB97M-V/def2-TZVPD) on C3H2FHgMgO3 as an isolated structure in a non-equilibrium geometry.

Calculated values
Net charge: 0
2S+1: 2
E_tot: -794.580936 Ha

Geometry (Å):
O  1.36  -1.64  0.70
C  2.09  -1.04  0.01
C  -1.09  1.31  1.13
O  -0.05  1.52  0.46
O  3.00  -0.52  -0.48
C  -1.25  0.91  2.43
Hg  -0.61  -1.57  2.13
F  -2.24  1.40  0.39
H  -2.26  0.80  2.83
H  -0.42  1.08  3.12
Mg  1.87  2.37  0.83

---

Entry 8:
ORCA calculation (wB97M-V/def2-TZVPD) on C3H2FKMgO2 as an isolated structure in a non-equilibrium geometry.

Calculated values
Net charge: +2
2S+1: 1
Energy relative to the best compared isomer or geometry (same formula, charge and spin): 24.1 kcal per mole
E_tot: -1165.022340 Ha

Geometry (Å):
O  0.60  0.12  -0.45
C  -0.31  1.07  -0.32
O  -0.73  1.54  -1.40
K  2.10  1.93  -2.42
Mg  2.18  0.39  1.50
C  -0.82  -1.17  0.10
C  -0.91  -0.27  1.18
H  -0.55  -2.20  0.35
H  -1.72  -1.14  -0.53
F  0.16  -0.27  1.99

---

Entry 9:
ORCA calculation (wB97M-V/def2-TZVPD) on C3H2FLiNaO2 as an isolated structure in a non-equilibrium geometry.

Calculated values
Net charge: +1
2S+1: 1
Energy relative to the best compared isomer or geometry (same formula, charge and spin): 59.2 kcal per mole
E_tot: -535.384781 Ha

Geometry (Å):
O  -0.25  0.86  -0.13
C  -1.17  -0.17  -0.47
O  -2.15  0.33  -1.03
Li  -1.60  2.20  -0.72
Na  -0.92  -2.47  -1.41
C  0.83  0.41  0.66
C  0.79  -1.06  0.84
H  0.79  0.86  1.67
H  1.81  0.66  0.20
F  1.88  -1.61  0.39

---

Entry 10:
ORCA calculation (wB97M-V/def2-TZVPD) on C3H2FMnO2 as an isolated structure in a non-equilibrium geometry.

Calculated values
Net charge: 0
2S+1: 7
Energy relative to the best compared isomer or geometry (same formula, charge and spin): 90.2 kcal per mole
E_tot: -1516.613124 Ha

Geometry (Å):
F  -0.88  1.59  -0.68
O  0.23  -0.98  -0.79
O  1.54  0.68  0.10
C  -1.21  -0.97  -0.25
C  -0.97  0.34  0.33
C  0.43  0.24  -0.26
H  -1.31  -1.81  0.45
H  -1.14  0.67  1.36
Mn  3.33  0.24  -0.24

---

Entry 11:
ORCA calculation (wB97M-V/def2-TZVPD) on C3H2FO2 as an isolated structure in a non-equilibrium geometry.

Calculated values
Net charge: -1
2S+1: 1
Energy relative to the best compared isomer or geometry (same formula, charge and spin): 108.8 kcal per mole
E_tot: -365.736687 Ha

Geometry (Å):
C  -1.54  -0.28  0.08
C  0.42  -0.27  0.10
C  0.99  1.00  0.11
O  0.95  2.12  -0.31
O  1.31  0.36  1.20
F  1.05  -1.39  -0.33
H  -1.42  -0.16  -1.02
H  -1.77  -1.37  0.17

---

Entry 12:
ORCA calculation (wB97M-V/def2-TZVPD) on the molecule C3H2FOP in a non-equilibrium geometry.

Calculated values
Net charge: 0
2S+1: 1
Energy relative to the best compared isomer or geometry (same formula, charge and spin): 50.8 kcal per mole
E_tot: -631.813651 Ha

Geometry (Å):
O  3.23  0.63  -0.06
C  2.13  0.29  0.03
C  0.84  -0.13  0.31
C  -0.45  0.34  0.18
P  -2.26  -0.21  0.38
F  -2.85  1.22  -0.21
H  0.99  -1.23  0.27
H  -1.62  -0.90  -0.89

---

Entry 13:
ORCA calculation (wB97M-V/def2-TZVPD) on C3H2FeO2 as an isolated structure in a non-equilibrium geometry.

Calculated values
Net charge: +2
2S+1: 7
Energy relative to the best compared isomer or geometry (same formula, charge and spin): 24.7 kcal per mole
E_tot: -1528.693192 Ha

Geometry (Å):
H  -0.53  -4.08  0.23
O  -0.13  3.03  -0.39
H  0.58  3.43  0.14
C  -0.55  -3.00  0.14
C  -0.15  -1.85  -0.07
O  0.19  0.99  0.40
C  -0.54  1.93  0.11
Fe  1.13  -0.45  -0.56

---

Entry 14:
ORCA calculation (wB97M-V/def2-TZVPD) on C3H2FeO2 as an isolated structure in a non-equilibrium geometry.

Calculated values
Net charge: +3
2S+1: 6
Energy relative to the best compared isomer or geometry (same formula, charge and spin): 0.0 kcal per mole
E_tot: -1528.094095 Ha

Geometry (Å):
O  0.10  0.92  1.20
C  0.86  0.40  0.28
C  -1.65  -0.49  -0.10
O  2.02  0.52  -0.03
C  -0.45  -0.10  0.26
Fe  3.39  0.12  -1.15
H  -1.76  -1.04  -1.03
H  -2.51  -0.33  0.56

---

Entry 15:
ORCA calculation (wB97M-V/def2-TZVPD) on C3H2FeO3 as an isolated structure in a non-equilibrium geometry.

Calculated values
Net charge: +2
2S+1: 7
Energy relative to the best compared isomer or geometry (same formula, charge and spin): 1.2 kcal per mole
E_tot: -1604.030457 Ha

Geometry (Å):
O  -0.36  -1.65  1.30
C  -0.03  -0.49  0.95
C  0.22  -0.24  -0.44
O  -0.20  -1.18  -1.31
Fe  -0.58  -2.70  -0.33
H  -0.06  0.34  1.67
C  0.11  1.02  -0.95
O  0.08  2.17  -0.34
H  0.83  2.74  -0.56

---

Entry 16:
ORCA calculation (wB97M-V/def2-TZVPD) on C3H2FeO4 as an isolated structure in a non-equilibrium geometry.

Calculated values
Net charge: 0
2S+1: 5
Energy relative to the best compared isomer or geometry (same formula, charge and spin): 16.5 kcal per mole
E_tot: -1680.118684 Ha

Geometry (Å):
O  1.48  -0.57  0.44
C  1.58  0.46  -0.17
O  2.14  1.17  -0.91
O  -0.70  0.75  0.52
C  -1.87  0.56  -0.17
C  -2.45  -0.66  -0.15
O  -1.86  -1.72  0.42
Fe  -0.31  -1.02  1.24
H  -2.35  1.45  -0.59
H  -3.43  -0.81  -0.63

---

Entry 17:
ORCA calculation (wB97M-V/def2-TZVPD) on C3H2GdO3 as an isolated structure in a non-equilibrium geometry.

Calculated values
Net charge: +3
2S+1: 8
Energy relative to the best compared isomer or geometry (same formula, charge and spin): 90.4 kcal per mole
E_tot: -1105.409225 Ha

Geometry (Å):
O  2.57  -1.01  1.09
C  2.04  -0.36  0.30
C  0.90  0.05  -0.39
O  -0.06  0.75  0.31
C  -1.27  0.23  0.10
O  -2.15  0.94  0.67
H  -3.05  0.65  0.47
Gd  -0.84  -1.67  -1.43
H  1.86  0.43  -1.12

---

Entry 18:
ORCA calculation (wB97M-V/def2-TZVPD) on C3H2HoO3 as an isolated structure in a non-equilibrium geometry.

Calculated values
Net charge: +2
2S+1: 6
Energy relative to the best compared isomer or geometry (same formula, charge and spin): 0.0 kcal per mole
E_tot: -1288.515884 Ha

Geometry (Å):
O  1.51  1.81  1.14
C  0.58  1.12  1.10
O  -0.45  0.63  1.47
O  0.18  -0.55  -0.87
C  0.99  -0.79  -1.85
C  1.51  -0.05  -2.83
H  2.11  -0.51  -3.62
H  1.29  1.02  -2.89
Ho  -1.70  -1.05  0.42

---

Entry 19:
ORCA calculation (wB97M-V/def2-TZVPD) on C3H2I6O as an isolated structure in a non-equilibrium geometry.

Calculated values
Net charge: 0
2S+1: 1
Energy relative to the best compared isomer or geometry (same formula, charge and spin): 0.0 kcal per mole
E_tot: -1976.791485 Ha

Geometry (Å):
C  -0.22  -0.84  0.89
C  0.76  -0.24  -0.11
C  -0.25  1.33  -1.34
O  0.35  -1.71  1.79
I  -1.49  0.53  1.96
I  1.41  -1.61  -1.57
I  2.30  0.92  0.66
I  -0.32  3.24  -0.27
I  0.97  1.53  -3.09
I  -2.15  0.50  -1.66
H  -0.97  -1.56  0.41
H  -0.39  -2.08  2.31

---

Entry 20:
ORCA calculation (wB97M-V/def2-TZVPD) on an isolated ion of composition C3H2IN2 and charge +1 in a non-equilibrium geometry.

Calculated values
Net charge: +1
2S+1: 3
Energy relative to the best compared isomer or geometry (same formula, charge and spin): 76.7 kcal per mole
E_tot: -522.121490 Ha

Geometry (Å):
C  -0.20  1.65  0.01
C  -0.42  -0.41  -0.33
C  1.02  -0.77  0.10
N  -1.34  1.85  0.16
N  0.38  0.56  -0.47
I  -2.36  -0.51  -0.03
H  1.35  -0.90  1.12
H  1.56  -1.47  -0.56